Entry 1:
Below is a molecular structure, C12H19IrN3S2Si, with properties calculated with the ωB97M-V functional and the def2-TZVPD basis.

Structure (XYZ):
```
38
Properties=species:S:1:pos:R:3
H -2.5133 1.0512 -0.7123
H 2.0182 2.4959 1.1060
H -4.2331 0.2817 1.7036
H -1.9141 -4.2944 0.7675
Si -2.2994 1.8020 1.7407
H -2.4074 4.2252 1.2814
H 0.0777 2.4835 2.2463
C -1.7293 1.4397 -0.0583
H -0.0388 0.6804 2.2994
Ir -0.1434 0.2537 0.2778
H -1.3189 2.3416 -0.5307
H 3.5577 3.7954 -2.6806
N -0.0991 -0.4153 -1.5322
H -2.9157 -5.3630 -0.2275
H -0.5996 1.6230 3.6298
C 2.1682 2.1488 -2.7031
C -3.0926 3.4632 1.6572
H 3.5080 3.9963 -0.1972
C 1.3937 1.3373 -1.9111
S -1.1863 -1.6471 0.6666
N -0.8597 -1.4869 -1.9857
C 0.5825 0.2315 -2.4051
C -3.4080 0.4734 2.3934
C -2.0907 -4.6546 -0.2436
H -3.4458 3.7904 2.6384
H -1.2032 -5.1281 -0.6526
N 1.3297 1.4854 -0.5593
C 2.9031 3.2615 -0.7101
H -3.8508 0.7772 3.3456
C 2.0760 2.4227 0.0295
C -1.4397 -2.1086 -1.0284
C -0.5771 1.6637 2.5394
H 2.1786 2.0108 -3.7762
H -3.9596 3.4228 0.9950
H -2.8871 -0.4633 2.5832
H 0.5502 -0.0707 -3.4461
S -2.6345 -3.3222 -1.3569
C 2.9365 3.1393 -2.0852
```

Results
**HOMO level (alpha / beta)**: -15.42 / -15.29 eV
**ΔE to the lowest compared entry with this formula, charge and spin**: 3.5 kcal/mol
**HOMO-LUMO gap (alpha / beta)**: 6.770 / 5.530 eV
**E_tot**: -1822.51628 Ha
**LUMO energy (alpha / beta)**: -0.3178 / -0.3585 Eh
**Multiplicity**: 2
**Net charge**: +2

Atomic partial charges in e from the Löwdin method, atoms 1 to 5:
1 H 0.0487
2 H 0.1216
3 H 0.0556
4 H 0.0202
5 Si 0.4436

=====

Entry 2:
Below is a molecular structure, C12H19LaN, with properties calculated with the ωB97M-V functional and the def2-TZVPD basis.

Structure (XYZ):
```
33
Properties=species:S:1:pos:R:3
C -0.7007 2.2041 -0.5723
H 3.6649 -3.5364 1.9555
C -0.3417 -1.4310 -3.0899
H 0.2738 -1.6623 -2.2592
H 2.9160 -0.5525 1.9244
N -1.8529 -1.1140 1.6698
H -1.5801 2.6951 1.4491
H 4.1558 -2.3257 3.1652
H 1.1029 -2.9877 2.5410
H 1.8349 -1.9545 3.7999
C 2.6353 -1.6165 1.7829
C 3.8696 -2.4706 2.1167
C -0.6930 2.4793 0.8289
C 1.4890 2.0910 0.1610
C 0.6458 1.9832 -0.9867
H 1.7651 -2.7529 0.1208
H 0.9824 1.8116 -2.0221
C -1.7777 -1.3200 -3.3269
La 0.0289 -0.0796 0.6760
H -1.5855 2.1746 -1.2293
H -3.7547 -0.6581 -3.9793
H 0.3464 -0.7752 -3.6082
H 2.6874 -1.2262 -0.4072
C -3.0781 -0.9553 -3.1610
H 1.0008 2.4784 2.3359
H -3.5655 -0.9207 -2.1559
H -3.2162 -1.2499 1.0560
C 1.4962 -1.9818 2.7560
C 2.1549 -1.7652 0.3701
C 0.6586 2.3852 1.2917
H 4.7170 -2.1879 1.4846
H 0.6263 -1.2846 2.7278
H 2.5844 1.9856 0.1667
```

Results
**HOMO level (alpha / beta)**: -2.43 / -2.43 eV
**HOMO-LUMO gap (alpha / beta)**: 4.723 / 4.273 eV
**E_tot**: -554.65461 Ha
**LUMO energy (alpha / beta)**: 0.0841 / 0.0677 Eh
**Net charge**: -1

Atomic partial charges in e from the Löwdin method, atoms 1 to 5:
1 C -0.2646
2 H 0.0722
3 C -0.0123
4 H 0.0037
5 H 0.1084

=====

Entry 3:
Below is a gas-phase ion, C12H19N2 (charge +1), with properties calculated with the ωB97M-V functional and the def2-TZVPD basis.

Structure (XYZ):
```
33
Properties=species:S:1:pos:R:3
H -2.9318 -1.5025 -0.0368
C -1.2363 -0.3206 0.1606
C 1.2065 -0.9485 0.4099
H -4.2698 1.4882 -1.2049
H -1.4414 1.1294 1.7142
H 1.1757 1.0023 1.3024
H 2.8806 2.6772 0.9349
N -2.2572 -1.0734 -0.6726
C 3.2680 -1.5570 -0.6736
H -2.5839 1.9742 -1.2805
H -0.3214 -1.2051 1.8905
C 3.0591 0.6153 0.3614
H -3.3231 2.0270 0.9251
N -3.2546 1.0879 0.5588
C 3.8025 -0.3270 -0.3524
C -0.2140 -1.2645 0.8048
H -1.8050 -1.8088 -1.2141
C 1.9654 -1.8713 -0.2974
H 4.2809 1.8541 1.6263
H -3.8086 -0.6207 -2.0298
H -2.4332 -0.3024 1.8917
C -3.2625 1.2016 -0.9062
C -2.0792 0.4370 1.1618
H 4.8148 -0.0877 -0.6536
H 3.8589 -2.2799 -1.2213
C 1.7612 0.2830 0.7348
H -2.2268 0.0503 -2.4167
H 1.5436 -2.8395 -0.5447
C 3.6600 1.9415 0.7346
H 4.2793 2.3282 -0.0746
H -0.7335 0.3341 -0.5544
H -0.4368 -2.2994 0.5312
C -2.9373 -0.1232 -1.6094
```

Results
**HOMO level**: -11.93 eV
**ΔE to the lowest compared entry with this formula, charge and spin**: 23.3 kcal/mol
**HOMO-LUMO gap**: 8.945 eV
**E_tot**: -577.92565 Ha
**LUMO energy**: -0.1096 Eh
**Net charge**: +1

Atomic partial charges in e from the Löwdin method, atoms 1 to 5:
1 H 0.1880
2 C -0.2507
3 C -0.2402
4 H 0.1252
5 H 0.1341

=====

Entry 4:
Below is a gas-phase ion, C12H19N2Si (charge +1), with properties calculated with the ωB97M-V functional and the def2-TZVPD basis.

Structure (XYZ):
```
34
Properties=species:S:1:pos:R:3
H -2.7141 -0.4490 -4.5642
C -2.6898 -0.4961 -3.5059
H 0.1028 -1.7433 -1.2598
H 3.2685 2.8239 1.9183
H 0.9870 2.8498 5.3966
H -1.4920 0.8701 -1.4345
C 1.9596 -2.1378 0.1105
H 1.2072 -2.9495 0.1440
H -1.1022 1.7235 4.3635
H 0.1738 0.5634 -1.6813
C 2.4998 2.2519 2.4194
C 1.0121 2.5785 4.3384
C 2.3624 -0.1973 1.4456
H -0.6914 -1.1760 -3.3770
H 2.8353 -2.4346 0.7602
H 2.4549 -2.0904 -0.8527
H -1.2506 -1.2264 2.6249
H -3.2260 0.4016 -3.2035
Si -0.8989 0.0046 1.8876
C -0.8418 0.0994 -1.6709
C 2.1632 1.0283 2.0587
H -3.0873 -1.4464 -3.0867
C -0.5478 -1.1224 -0.7177
C 2.0841 2.9395 3.5404
C -1.2440 -0.2733 -3.1486
H -1.7353 1.1749 1.3877
H -1.2528 -1.8837 -0.4016
C 1.3669 -0.8812 0.6440
C -0.0391 1.7520 3.8443
H 3.3610 -0.6874 1.3408
N 0.1343 0.9570 2.8535
H -0.9399 0.6263 -3.7005
N 0.1051 -0.6104 0.4791
H 2.8020 3.6613 3.9070
```

Results
**HOMO level (alpha / beta)**: -11.61 / -11.61 eV
**ΔE to the lowest compared entry with this formula, charge and spin**: 72.0 kcal/mol
**HOMO-LUMO gap (alpha / beta)**: 7.479 / 7.478 eV
**E_tot**: -867.28135 Ha
**LUMO energy (alpha / beta)**: -0.1518 / -0.1518 Eh
**Net charge**: +1

Atomic partial charges in e from the Löwdin method, atoms 1 to 5:
1 H 0.0618
2 C -0.1063
3 H 0.0826
4 H 0.1372
5 H 0.1157

=====

Entry 5:
Below is a single C12H19N3O molecule, with properties calculated with the ωB97M-V functional and the def2-TZVPD basis.

Structure (XYZ):
```
35
Properties=species:S:1:pos:R:3
H -1.1283 -2.0421 1.5122
C 0.6028 3.1850 -0.0607
C -1.8368 1.0123 0.5347
H 0.2879 3.6867 -2.0742
H 3.1695 -3.4756 0.3306
C 0.5395 2.9270 -1.3539
H -3.4226 1.9257 -0.5820
C 2.4182 -3.1584 -0.3907
H 2.8552 -3.2106 -1.3867
H -2.2942 1.1966 1.5171
H -2.5710 -3.1699 -0.1052
C -2.0631 -2.2544 -0.3991
C 0.3131 -0.2409 0.4203
N 0.7410 -1.5220 0.1520
H -2.5120 0.7248 -1.4969
O 3.5327 1.3376 0.3205
H -3.6972 0.2127 -0.2837
H 1.5640 -3.8255 -0.3371
N -1.0361 -0.1891 0.5943
H 3.8824 -0.9876 -0.3027
H -2.7005 -1.7105 -1.0886
C -2.9396 0.9532 -0.5241
H 0.7466 1.9449 -1.7464
C -1.7455 -1.4306 0.8490
H -1.1375 -2.5113 -0.9039
H 1.9363 2.5535 1.4246
N 2.9095 -0.7878 -0.1062
H 0.3994 4.1843 0.3048
C 0.9830 2.2032 1.0109
C 1.2284 0.7948 0.5348
C 2.6132 0.5370 0.2540
H 0.2509 2.2252 1.8229
H -1.1962 1.8494 0.2793
C 1.9767 -1.7620 -0.0938
H -2.6698 -1.1755 1.3738
```

Results
**HOMO level**: -7.84 eV
**ΔE to the lowest compared entry with this formula, charge and spin**: 0.0 kcal/mol
**HOMO-LUMO gap**: 8.614 eV
**E_tot**: -708.17092 Ha
**LUMO energy**: 0.0284 Eh
**Net charge**: 0

Atomic partial charges in e from the Löwdin method, atoms 1 to 5:
1 H 0.1133
2 C -0.1822
3 C -0.2097
4 H 0.0523
5 H 0.0847

=====

Entry 6:
Below is 2 unconnected molecules or ions with the total composition C12H19NO2, with properties calculated with the ωB97M-V functional and the def2-TZVPD basis.

Structure (XYZ):
```
34
Properties=species:S:1:pos:R:3
H -1.1899 4.7905 1.8662
H 1.6431 -4.9640 -1.8694
C -1.6455 3.7783 2.2491
H -2.4815 3.6354 1.9575
O 1.5331 1.4147 -1.4832
C -0.5933 2.5747 2.2735
H -3.8447 1.4058 0.0443
H -1.4298 1.4131 0.4383
N -0.9087 1.2025 2.3791
H -3.8178 -0.1533 0.9975
H 0.9687 -4.4925 -3.4873
H -1.8743 4.2432 3.2626
H 2.5134 -0.5942 0.2408
H -1.4594 -0.2090 1.0396
O 0.6438 2.6852 2.5487
C -3.3910 0.7893 1.0892
H 1.9813 -2.9782 -0.1570
H 0.8794 -2.1543 -4.1222
C 0.2503 0.3782 2.3468
H 2.6983 -4.3247 -3.0312
C 1.8671 -2.3236 -1.0089
C 1.5071 -2.7938 -2.2330
H 0.9864 0.4681 1.5149
C 2.0334 -0.9343 -0.6904
C -1.8261 0.7975 1.2321
C 1.7253 -4.2398 -2.6851
H 0.7405 0.2305 3.2826
C 1.6014 0.0262 -1.6025
H -3.9614 1.2726 1.9217
H 1.8678 1.8539 -0.5776
C 1.1083 -0.5007 -2.8814
H -0.0799 -0.7006 2.1050
H 0.7625 0.2591 -3.6868
C 1.1920 -1.8560 -3.2735
```

Results
**HOMO level**: -8.40 eV
**ΔE to the lowest compared entry with this formula, charge and spin**: 115.1 kcal/mol
**HOMO-LUMO gap**: 9.091 eV
**E_tot**: -673.70077 Ha
**LUMO energy**: 0.0252 Eh
**Net charge**: 0

Atomic partial charges in e from the Löwdin method, atoms 1 to 5:
1 H 0.1293
2 H 0.0745
3 C 0.0476
4 H -0.0742
5 O -0.0297